1.
Formula: C3H5NS3
Source: OMol25
Level of theory: ωB97M-V with the def2-TZVPD basis set

## Properties
- E_tot (Eh) = -1366.517103
- energy relative to the best compared isomer or geometry (same formula, charge and spin) (kJ/mol) = 254.2
- E_LUMO (eV) = -0.32
- maximum force (eV Å⁻¹) = 4.87
- HOMO level (hartree) = -0.32605

Element x y z (Å)
C 3.988 -0.496 -0.299
C 0.542 -1.215 -0.624
C 0.151 1.436 0.373
N 3.528 -1.249 -1.128
S 4.812 0.439 0.660
S -0.709 -1.741 0.471
S 0.741 0.419 -1.001
H 0.967 2.142 0.452
H 0.283 0.691 1.269
H -0.857 1.799 0.311
H -0.649 -3.152 0.144
H 2.754 -1.545 -1.615

Here are the Löwdin charges for atoms 1 to 4, given in e: number 1, C, carries -0.89; number 2, C, carries -0.92; number 3, C, carries -0.39; number 4, N, carries 0.14

***

2.
Formula: C4H6N2
Source: OMol25
Level of theory: ωB97M-V with the def2-TZVPD basis set

## Properties
- E_tot (Eh) = -265.417865
- energy relative to the best compared isomer or geometry (same formula, charge and spin) (kJ/mol) = 309.0
- E_LUMO (alpha / beta) (eV) = 0.48 / 0.48
- maximum force (eV Å⁻¹) = 0.65
- HOMO level (alpha / beta) (hartree) = -0.27580 / -0.27578

Element x y z (Å)
N 0.004 -1.909 0.855
C -0.239 -0.674 0.234
C -1.324 -0.363 -0.546
N -0.923 0.956 -0.990
C 0.228 1.429 -0.604
C 0.863 0.361 0.196
H -0.778 -2.530 0.679
H 0.150 -1.831 1.856
H 1.684 -0.069 -0.398
H -1.547 1.497 -1.580
H 0.584 2.425 -0.842
H 1.298 0.709 1.140

Here are the Löwdin charges for atoms 1 to 4, given in e: number 1, N, carries 0.05; number 2, C, carries -0.43; number 3, C, carries -0.08; number 4, N, carries 0.00